(1)
The following is a DFT calculation (ωB97M-V with the def2-TZVPD basis set) of a cluster of 2 separate species, C13H17Br2IO4 in total.

## Properties
- SMILES string: C#C[C@H]1C(=O)O[C@@H]([C@@H](I)CC)[C@H]1CC(=O)O.BrCCBr
- Kohn-Sham gap: 9.744 eV
- E_LUMO: 0.369 eV
- E_HOMO: -9.4 eV
- Calculated total energy: -6252.19132 hartree

Each line ends with the Löwdin charge.
Atoms and positions in Å:
C 2.56 2.38 1.77  0.1524
C 1.67 2.49 0.98  -0.0822
C 0.49 2.63 0.13  -0.1682
C 0.42 1.63 -1.04  -0.4413
O 1.19 1.49 -1.94  0.1247
O -0.69 0.85 -0.90  0.0056
C -1.11 0.87 0.50  -0.2755
C -0.21 -0.18 1.19  -0.6028
I -1.21 -1.01 2.92  0.9890
C 0.16 -1.34 0.24  -0.3135
C 0.80 -2.56 0.93  -0.1590
C -0.86 2.36 0.80  -0.1968
C -1.15 3.01 2.17  -0.0252
C -2.07 2.30 3.12  -0.5846
O -1.82 2.17 4.28  0.0811
O -3.26 1.89 2.58  0.0605
H 3.33 2.55 2.49  0.0400
H 0.50 3.64 -0.29  0.1682
H -2.16 0.63 0.54  0.1376
H 0.72 0.25 1.54  0.0734
H 0.91 -0.98 -0.46  0.0901
H -0.71 -1.66 -0.32  0.1104
H 1.46 -3.04 0.20  0.0660
H 1.44 -2.26 1.76  0.0633
H 0.07 -3.30 1.24  0.0472
H -1.58 2.84 0.13  0.1550
H -1.66 3.96 1.95  0.1376
H -0.23 3.28 2.68  0.1234
H -3.93 2.05 3.26  0.1293
Br 3.11 -3.65 -4.12  0.6035
C 1.24 -3.94 -3.69  -0.7025
C 0.34 -2.97 -4.43  -0.6947
Br 0.40 -1.20 -3.64  0.6909
H 1.15 -3.85 -2.62  0.0377
H 1.03 -4.96 -4.00  0.0560
H -0.69 -3.30 -4.35  0.0557
H 0.61 -2.87 -5.47  0.0477

=====

(2)
The following is a DFT calculation (ωB97M-V with the def2-TZVPD basis set) of the molecule C13H17BrN2O2S.

## Properties
- SMILES string: C[C@H]1CCCC/C1=N\NS(=O)(=O)c1ccc(Br)cc1
- Kohn-Sham gap: 9.759 eV
- Energy relative to the best compared isomer or geometry (same formula, charge and spin): 1.799 eV
- E_LUMO: 0.488 eV
- E_HOMO: -9.3 eV
- Calculated total energy: -3737.72838 hartree

Each line ends with the Löwdin charge.
Atoms and positions in Å:
C -0.07 -1.56 -1.53  -0.0681
C -1.41 -1.34 -0.85  -0.3210
C -1.77 -2.53 0.07  -0.1542
C -2.88 -2.19 1.08  -0.1902
C -3.68 -0.97 0.63  -0.2013
C -2.76 0.25 0.62  -0.1310
C -1.46 -0.06 -0.08  -0.2541
N -0.42 0.67 -0.06  0.0406
N -0.35 1.85 0.63  -0.1255
S 0.70 2.93 -0.14  0.6706
O 0.30 3.14 -1.50  -0.2866
O 0.78 4.07 0.73  -0.2936
C 2.19 1.96 -0.08  -0.2868
C 2.52 1.17 -1.16  -0.0594
C 3.65 0.37 -1.09  -0.1087
C 4.41 0.39 0.07  -0.6748
Br 5.96 -0.71 0.17  0.7440
C 4.09 1.19 1.15  -0.1098
C 2.96 1.98 1.07  -0.0453
H -0.07 -2.51 -2.06  0.0806
H 0.73 -1.57 -0.80  0.0768
H 0.13 -0.76 -2.24  0.0725
H -2.18 -1.27 -1.62  0.1484
H -0.87 -2.83 0.61  0.1162
H -2.07 -3.36 -0.56  0.1154
H -2.44 -1.96 2.05  0.1133
H -3.54 -3.05 1.21  0.1075
H -4.51 -0.79 1.32  0.1120
H -4.10 -1.14 -0.36  0.1141
H -2.55 0.55 1.65  0.1205
H -3.25 1.09 0.12  0.1276
H -1.21 2.27 0.97  0.1113
H 1.89 1.19 -2.03  0.1116
H 3.93 -0.27 -1.92  0.1053
H 4.70 1.19 2.03  0.1040
H 2.66 2.63 1.88  0.1185

=====

(3)
The following is a DFT calculation (ωB97M-V with the def2-TZVPD basis set) of a structure of composition C13H17BrOTl.

## Properties
- Kohn-Sham gap (spin up / spin down): 3.252 / 3.267 eV
- Energy relative to the best compared isomer or geometry (same formula, charge and spin): 0.944 eV
- E_LUMO (spin up / spin down): 0.145 / 0.150 eV
- E_HOMO (spin up / spin down): -3.1 / -3.1 eV
- Net charge: -1
- Calculated total energy: -3327.15374 hartree

Each line ends with the Löwdin charge.
Atoms and positions in Å:
C 2.40 -0.97 -1.03  -0.2200
C 2.79 -1.34 0.30  -0.1806
C 2.08 -2.56 0.65  -0.2288
H 3.37 -0.69 1.03  0.1136
C 1.25 -2.93 -0.48  -0.2110
C 1.45 -1.93 -1.51  -0.2347
H 0.85 -1.86 -2.47  0.1050
H 2.68 0.00 -1.54  0.1019
H 2.06 -3.05 1.66  0.0926
H 0.49 -3.77 -0.49  0.0989
Tl -0.04 -0.74 0.56  0.7603
Br 0.02 1.71 -0.38  0.1670
C -2.42 3.16 -2.49  -0.2347
C -2.29 2.33 -3.65  -0.1893
C -1.03 2.61 -4.25  -0.1910
H -3.04 1.61 -4.02  0.0687
C -0.38 3.61 -3.47  -0.2177
C -1.24 3.95 -2.38  -0.2531
H -1.03 4.70 -1.59  0.0682
H -3.29 3.18 -1.81  0.0698
H -0.63 2.15 -5.17  0.0679
H 0.61 4.06 -3.67  0.0699
C -1.16 -0.15 3.14  -0.1125
C 0.09 -0.98 3.36  -0.6382
C -0.16 -2.46 3.41  -0.0770
O 1.10 -0.65 2.44  -0.3327
H -1.70 -0.42 2.23  0.0224
H -0.91 0.92 3.08  0.0903
H -1.82 -0.32 3.98  0.0794
H 0.57 -0.65 4.27  0.1304
H -0.58 -2.84 2.48  0.0610
H 0.78 -3.00 3.60  0.0806
H -0.85 -2.67 4.22  0.0733